Entry 1:
Density functional theory data (ωB97M-V with the def2-TZVPD basis set) for a structure of composition C2H12N4O4Rb at a distorted geometry.

Values from the calculation:
Spin multiplicity   1
Net charge   +1
Gap between HOMO and LUMO   0.322 Eh

Atoms and positions in Å:
Rb (-2.401, 0.381, -0.331)
C (2.273, 0.620, 2.102)
O (1.661, 0.083, 1.171)
N (3.296, 1.411, 1.880)
N (1.965, 0.609, 3.384)
H (3.749, 1.865, 2.661)
H (3.562, 1.703, 0.950)
H (2.576, 1.069, 4.043)
H (1.095, 0.204, 3.700)
C (-0.203, -2.486, -4.148)
O (-1.327, -2.057, -3.892)
N (0.314, -2.441, -5.358)
N (0.700, -2.693, -3.276)
H (0.932, -3.207, -5.586)
H (-0.129, -2.040, -6.172)
H (1.636, -2.823, -3.632)
H (0.527, -2.779, -2.284)
O (-3.923, 3.875, 0.889)
H (-3.146, 4.339, 1.199)
H (-4.542, 4.568, 0.658)
O (-3.082, -0.093, 3.686)
H (-2.989, 0.663, 4.265)
H (-2.541, -0.772, 4.090)

Entry 2:
Density functional theory data (ωB97M-V with the def2-TZVPD basis set) for a cluster of 3 separate species, C2H12NO2 in total at a distorted geometry.

Values from the calculation:
Spin multiplicity   1
Net charge   +1
Gap between HOMO and LUMO   0.421 Eh

Atoms and positions in Å:
C (0.818, 0.112, -1.600)
C (0.063, 0.600, -0.199)
N (-0.906, -0.450, 0.332)
H (0.277, 0.454, -2.505)
H (1.771, 0.469, -1.646)
H (0.855, -0.984, -1.543)
H (0.737, 0.892, 0.610)
H (-0.716, 1.404, -0.420)
H (-1.127, -0.329, 1.339)
H (-0.695, -1.534, 0.347)
H (-1.811, -0.462, -0.259)
H (-1.566, -3.617, -0.229)
H (-0.520, -3.674, 1.009)
O (-1.205, -3.146, 0.561)
H (1.925, 3.201, 1.905)
H (0.822, 3.965, 1.103)
O (1.279, 3.099, 1.196)

Entry 3:
Density functional theory data (ωB97M-V with the def2-TZVPD basis set) for a cluster of 3 separate species, C2H12NO2 in total at a distorted geometry.

Values from the calculation:
Spin multiplicity   1
Net charge   +1
Gap between HOMO and LUMO   0.456 Eh

Atoms and positions in Å:
C (-0.252, -0.389, 1.333)
N (-0.133, -0.816, -0.114)
C (0.775, 0.067, -0.932)
H (-1.040, -0.965, 1.798)
H (0.666, -0.553, 1.881)
H (-0.476, 0.674, 1.418)
H (-1.063, -0.820, -0.549)
H (0.214, -1.772, -0.179)
H (0.344, 0.106, -1.930)
H (1.762, -0.417, -1.010)
H (0.980, 1.073, -0.602)
H (1.405, 1.962, 2.039)
H (2.807, 1.604, 1.720)
O (1.919, 1.412, 1.425)
H (-2.975, 0.316, -2.205)
H (-2.693, -1.169, -2.061)
O (-2.239, -0.313, -2.033)

Entry 4:
Density functional theory data (ωB97M-V with the def2-TZVPD basis set) for a cluster of 3 separate species, C2H12NO3 in total at a distorted geometry.

Values from the calculation:
Spin multiplicity   1
Net charge   +1
Gap between HOMO and LUMO   0.446 Eh

Atoms and positions in Å:
C (-0.710, -1.431, 0.796)
O (-1.152, -0.126, 1.210)
C (0.607, -1.226, 0.033)
N (0.558, 0.108, -0.623)
H (-0.539, -2.094, 1.635)
H (-1.464, -1.729, 0.060)
H (-2.019, -0.276, 1.592)
H (0.790, -2.003, -0.694)
H (1.478, -1.249, 0.718)
H (0.421, 0.785, 0.148)
H (1.401, 0.402, -1.115)
H (-0.223, 0.227, -1.291)
H (-0.416, 0.923, -3.737)
H (-0.710, 2.122, -2.972)
O (-0.647, 1.169, -2.823)
H (1.457, 1.904, 2.670)
H (0.198, 1.049, 2.404)
O (0.970, 1.446, 1.991)

Entry 5:
Density functional theory data (ωB97M-V with the def2-TZVPD basis set) for a cluster of 4 separate species, C2H12O3S in total at a distorted geometry.

Values from the calculation:
Spin multiplicity   1
SMILES string   CSC.O.O.O
Gap between HOMO and LUMO   0.331 Eh

Atoms and positions in Å:
C (-2.777, 0.579, 1.259)
S (-2.158, -0.210, 2.801)
C (-2.511, 0.959, 4.176)
H (-3.742, 0.162, 0.985)
H (-1.975, 0.488, 0.544)
H (-3.023, 1.610, 1.529)
H (-3.437, 0.769, 4.724)
H (-1.669, 0.826, 4.848)
H (-2.658, 1.961, 3.780)
H (4.688, -1.341, -3.797)
H (5.218, -0.807, -5.162)
O (5.421, -1.377, -4.420)
H (0.981, 1.725, -0.624)
H (0.213, 0.548, -1.218)
O (0.812, 1.256, -1.445)
H (1.547, -0.471, -3.551)
H (2.498, -1.506, -2.855)
O (2.205, -1.121, -3.685)

Entry 6:
Density functional theory data (ωB97M-V with the def2-TZVPD basis set) for a cluster of 4 separate species, C2H12O3S in total at a distorted geometry.

Values from the calculation:
Spin multiplicity   2
Net charge   +1
Gap between HOMO and LUMO (alpha / beta)   0.373 / 0.194 Eh

Atoms and positions in Å:
C (1.579, -1.233, -0.236)
S (0.815, 0.264, 0.391)
C (2.190, 1.208, 1.046)
H (1.486, -1.180, -1.337)
H (1.082, -2.077, 0.237)
H (2.633, -1.211, -0.058)
H (3.155, 0.759, 0.812)
H (1.942, 2.245, 0.774)
H (2.036, 1.161, 2.139)
H (0.628, -2.293, -6.264)
H (-0.443, -2.719, -5.260)
O (-0.315, -2.255, -6.092)
H (-2.594, 2.008, 0.255)
H (-1.897, 2.776, 1.346)
O (-2.147, 1.874, 1.100)
H (-1.889, 0.665, 3.127)
H (-1.573, -0.501, 4.038)
O (-2.316, -0.031, 3.646)

Entry 7:
Density functional theory data (ωB97M-V with the def2-TZVPD basis set) for a cluster of 4 separate species, C2H12O3S2 in total at a distorted geometry.

Values from the calculation:
Spin multiplicity   1
SMILES string   CSSC.O.O.O
Gap between HOMO and LUMO   0.347 Eh

Atoms and positions in Å:
C (2.024, -0.656, -0.335)
S (1.659, -0.604, 1.440)
S (-0.455, -0.747, 1.506)
C (-0.675, -2.438, 0.907)
H (1.667, -1.551, -0.840)
H (3.104, -0.561, -0.336)
H (1.561, 0.156, -0.900)
H (-1.737, -2.592, 0.737)
H (-0.277, -3.137, 1.635)
H (-0.157, -2.550, -0.039)
H (0.209, 0.910, -3.128)
H (0.612, 1.332, -4.510)
O (-0.040, 0.786, -4.065)
H (-1.852, 1.696, -1.005)
H (-2.162, 1.065, -2.365)
O (-2.580, 1.495, -1.628)
H (-0.864, 1.826, 1.020)
H (-0.693, 3.408, 0.790)
O (-0.653, 2.533, 0.383)

| no. | E (Ha) |
| --- | --- |
| 1 | -627.3393 |
| 2 | -288.3701 |
| 3 | -288.3846 |
| 4 | -363.6415 |
| 5 | -707.2685 |
| 6 | -706.9573 |
| 7 | -1105.4795 |